# 1
Molecular formula: C2H4N4S
Method: DFT, the ωB97M-V functional and the def2-TZVPD basis

Values from the calculation:
**Relative energy (zero: lowest compared OMol25 entry of this formula, charge and spin)**: 196.13 kJ/mol
**LUMO level**: 0.76 eV
**E_HOMO**: -9.72 eV

Atoms and positions in Å:
C (0.873, 1.497, -1.040)
C (-0.612, -1.213, 0.542)
N (-0.338, 1.590, -1.551)
N (0.963, 0.406, -0.287)
N (-1.078, 0.597, -1.051)
N (-0.287, -0.064, -0.272)
S (-0.068, -1.131, 2.223)
H (1.670, 2.079, -1.324)
H (-1.723, -1.190, 0.706)
H (-0.322, -2.213, 0.155)
H (0.921, -0.358, 1.900)

# 2
Molecular formula: C2H9N3O
Method: DFT, the ωB97M-V functional and the def2-TZVPD basis

Values from the calculation:
**Relative energy (zero: lowest compared OMol25 entry of this formula, charge and spin)**: 277.00 kJ/mol
**<S²>**: 0.766
**LUMO level (alpha / beta)**: -4.15 / -9.05 eV
**Multiplicity**: 2
**Total charge**: +1
**E_HOMO (alpha / beta)**: -14.15 / -14.06 eV

Atoms and positions in Å:
C (0.791, -1.187, 0.498)
N (0.482, -0.637, -0.863)
C (-0.219, 0.576, -0.834)
N (-0.461, 1.073, -2.121)
N (-0.504, 1.247, 0.248)
H (1.770, -1.816, 0.567)
H (1.087, -0.459, 1.220)
H (-0.193, -1.775, 0.772)
H (1.342, -0.336, -1.475)
H (-0.119, 0.636, -3.036)
H (-0.954, 1.881, -2.367)
H (-0.859, 2.222, 0.282)
H (-0.321, -0.852, 3.097)
H (-0.784, 0.019, 1.592)
O (-1.058, -0.590, 2.420)

# 3
Molecular formula: C3H8Se
Method: DFT, the ωB97M-V functional and the def2-TZVPD basis

Values from the calculation:
**Relative energy (zero: lowest compared OMol25 entry of this formula, charge and spin)**: 24.34 kJ/mol
**LUMO level**: 0.86 eV
**E_HOMO**: -8.59 eV

Atoms and positions in Å:
C (-1.307, 0.029, -0.666)
C (0.824, -0.040, 1.024)
C (0.013, 0.643, -0.126)
Se (1.334, 0.863, -1.862)
H (-1.739, 0.497, -1.594)
H (-2.111, 0.195, 0.222)
H (-1.184, -1.075, -0.724)
H (1.476, -0.932, 0.801)
H (1.619, 0.700, 1.400)
H (0.219, -0.138, 1.846)
H (-0.199, 1.749, 0.078)
H (0.582, -0.327, -2.487)

# 4
Molecular formula: C4H13N3
Method: DFT, the ωB97M-V functional and the def2-TZVPD basis

Values from the calculation:
**Relative energy (zero: lowest compared OMol25 entry of this formula, charge and spin)**: 74.94 kJ/mol
**<S²>**: 0.750
**LUMO level (alpha / beta)**: 4.08 / 4.45 eV
**Multiplicity**: 2
**Total charge**: -1
**E_HOMO (alpha / beta)**: 1.57 / -5.09 eV

Atoms and positions in Å:
C (-0.287, 1.394, 0.203)
N (0.990, 2.093, 0.127)
C (-0.110, -0.041, 0.778)
C (-0.538, -0.197, 2.242)
N (-0.733, -1.033, -0.079)
C (0.105, -1.607, -1.105)
N (0.540, -0.681, -2.124)
H (-0.961, 1.924, 0.873)
H (-0.759, 1.312, -0.773)
H (1.784, 1.471, 0.105)
H (1.053, 2.862, -0.516)
H (0.973, -0.230, 0.735)
H (-1.156, 0.628, 2.601)
H (-1.242, -1.028, 2.336)
H (0.330, -0.431, 2.845)
H (-1.206, -1.731, 0.481)
H (-0.452, -2.433, -1.541)
H (1.024, -2.010, -0.651)
H (0.842, 0.193, -1.725)
H (-0.090, -0.588, -2.908)

# 5
Molecular formula: C5H8NO
Method: DFT, the ωB97M-V functional and the def2-TZVPD basis

Values from the calculation:
**Relative energy (zero: lowest compared OMol25 entry of this formula, charge and spin)**: 402.02 kJ/mol
**LUMO level**: -6.01 eV
**Total charge**: +1
**E_HOMO**: -14.83 eV

Atoms and positions in Å:
C (-0.446, -0.658, 0.022)
C (0.438, 1.700, -0.525)
C (0.939, 1.349, 0.803)
C (0.649, 0.207, -0.210)
C (-0.423, -2.101, -0.248)
N (-1.800, -0.097, 0.071)
O (-2.536, 0.245, 0.902)
H (-0.582, 2.037, -0.639)
H (1.119, 2.106, -1.259)
H (1.987, 1.479, 1.029)
H (0.285, 1.431, 1.658)
H (1.521, -0.265, -0.648)
H (0.384, -2.543, 0.344)
H (-0.175, -2.296, -1.295)
H (-1.360, -2.594, -0.004)

# 6
Molecular formula: C10H19ClNSnV
Method: DFT, the ωB97M-V functional and the def2-TZVPD basis

Values from the calculation:
**<S²>**: 2.056
**LUMO level (alpha / beta)**: 5.32 / 5.33 eV
**Multiplicity**: 3
**Total charge**: -2
**E_HOMO (alpha / beta)**: 2.10 / 2.07 eV

Atoms and positions in Å:
V (0.460, 0.127, -0.756)
Cl (1.157, -1.905, -1.340)
C (1.345, 1.445, -1.904)
H (1.747, 2.265, -1.280)
H (0.525, 1.791, -2.553)
H (2.135, 0.919, -2.469)
Sn (-2.688, -0.999, -1.316)
C (-2.791, -2.622, 0.107)
C (-2.890, -1.563, -3.415)
C (-1.668, 0.764, -0.804)
H (-3.312, -0.639, -3.864)
H (-1.948, -1.870, -3.910)
H (-3.641, -2.381, -3.409)
H (-3.181, -2.120, 1.009)
H (-3.547, -3.309, -0.307)
H (-1.843, -3.137, 0.310)
H (-1.642, 1.464, -1.649)
H (-2.219, 1.172, 0.039)
C (-0.798, 1.555, 2.202)
C (0.596, 1.099, 2.182)
C (1.556, 1.133, 3.230)
C (2.755, 0.601, 2.697)
C (2.520, 0.261, 1.356)
C (3.449, -0.291, 0.366)
N (1.203, 0.560, 1.050)
H (-1.520, 0.723, 2.087)
H (-1.013, 2.301, 1.414)
H (-1.001, 2.030, 3.177)
H (1.353, 1.514, 4.214)
H (3.724, 0.463, 3.187)
H (4.285, 0.410, 0.218)
H (3.867, -1.230, 0.760)
H (3.025, -0.533, -0.626)

# 7
Molecular formula: C34H46HgN6O3SSi4Te
Method: DFT, the ωB97M-V functional and the def2-TZVPD basis

Values from the calculation:
**<S²>**: 0.776
**LUMO level (alpha / beta)**: 2.12 / 1.97 eV
**Multiplicity**: 2
**Total charge**: -1
**E_HOMO (alpha / beta)**: -2.71 / -5.28 eV

Atoms and positions in Å:
Hg (-0.013, -0.662, -0.555)
C (4.458, -0.628, 0.935)
C (3.335, -0.602, 0.137)
N (2.182, -0.101, 0.568)
C (2.119, 0.374, 1.820)
C (3.270, 0.309, 2.621)
N (4.422, -0.174, 2.195)
C (0.827, 0.904, 2.270)
C (0.700, 1.487, 3.513)
C (-0.549, 1.946, 3.977)
C (-1.635, 1.723, 3.103)
C (-1.446, 1.149, 1.866)
N (-0.221, 0.783, 1.414)
C (-2.586, 0.884, 0.975)
C (-3.911, 1.252, 1.255)
N (-4.923, 0.982, 0.449)
C (-4.636, 0.325, -0.682)
C (-3.341, -0.042, -0.981)
N (-2.330, 0.232, -0.165)
C (-0.711, 2.573, 5.280)
C (-1.952, 3.057, 5.736)
C (-2.054, 3.637, 6.984)
N (-1.036, 3.788, 7.833)
C (0.145, 3.339, 7.406)
C (0.358, 2.743, 6.179)
H (5.405, -1.019, 0.585)
H (3.342, -0.988, -0.877)
H (3.267, 0.646, 3.650)
H (1.576, 1.604, 4.130)
H (-2.631, 1.993, 3.412)
H (-4.176, 1.789, 2.156)
H (-5.466, 0.100, -1.338)
H (-3.092, -0.566, -1.899)
H (-2.837, 2.991, 5.121)
H (-3.013, 4.006, 7.336)
H (0.971, 3.467, 8.099)
H (1.356, 2.414, 5.929)
C (-1.545, -4.534, -3.930)
Si (0.185, -4.013, -4.456)
C (1.447, -4.891, -3.361)
C (0.391, -4.663, -6.238)
Si (0.620, -1.716, -4.740)
Te (0.441, 0.122, -2.967)
Si (-0.823, -0.899, -6.416)
C (-2.592, -1.504, -6.084)
C (-0.357, -1.444, -8.177)
C (-0.876, 0.995, -6.439)
Si (2.865, -1.455, -5.410)
C (3.256, 0.366, -5.772)
C (3.404, -2.413, -6.963)
C (4.038, -1.995, -4.020)
H (-1.626, -5.625, -3.926)
H (-2.314, -4.142, -4.600)
H (-1.760, -4.181, -2.923)
H (1.250, -5.965, -3.316)
H (1.380, -4.494, -2.346)
H (2.470, -4.752, -3.720)
H (0.303, -5.751, -6.286)
H (1.359, -4.387, -6.665)
H (-0.384, -4.242, -6.884)
H (-2.707, -2.557, -6.355)
H (-3.334, -0.929, -6.642)
H (-2.828, -1.413, -5.020)
H (-0.336, -2.533, -8.263)
H (0.633, -1.071, -8.449)
H (-1.073, -1.063, -8.909)
H (-1.257, 1.366, -5.485)
H (-1.513, 1.379, -7.239)
H (0.125, 1.415, -6.569)
H (2.730, 0.717, -6.664)
H (4.327, 0.513, -5.931)
H (2.945, 0.997, -4.936)
H (2.766, -2.178, -7.819)
H (3.361, -3.492, -6.802)
H (4.431, -2.157, -7.231)
H (3.736, -1.535, -3.076)
H (5.070, -1.699, -4.224)
H (4.020, -3.077, -3.878)
C (-0.124, -7.769, 4.475)
C (-0.155, -6.692, 3.423)
C (0.747, -5.632, 3.454)
C (0.688, -4.624, 2.505)
C (-0.277, -4.674, 1.512)
C (-1.174, -5.726, 1.457)
C (-1.107, -6.732, 2.408)
S (-0.437, -3.279, 0.417)
O (-1.624, -3.486, -0.390)
O (0.798, -3.207, -0.367)
O (-0.559, -2.134, 1.329)
H (0.631, -7.558, 5.232)
H (0.099, -8.743, 4.035)
H (-1.094, -7.843, 4.970)
H (1.493, -5.585, 4.239)
H (1.374, -3.787, 2.537)
H (-1.921, -5.729, 0.673)
H (-1.816, -7.552, 2.374)

# 8
Molecular formula: C25H38As3IN3O2S2Ti
Method: DFT, the ωB97M-V functional and the def2-TZVPD basis

Values from the calculation:
**Relative energy (zero: lowest compared OMol25 entry of this formula, charge and spin)**: 59.58 kJ/mol
**<S²>**: 2.017
**LUMO level (alpha / beta)**: -2.81 / -3.32 eV
**Multiplicity**: 3
**Total charge**: +1
**E_HOMO (alpha / beta)**: -9.28 / -10.24 eV

Atoms and positions in Å:
Ti (-0.918, -0.384, -0.749)
C (-1.678, -2.063, 2.728)
As (-1.423, -0.313, 1.932)
C (-2.920, 0.611, 2.771)
C (0.145, 0.200, 2.988)
C (0.762, 1.595, 2.833)
C (-0.284, 2.668, 3.146)
C (1.384, 1.825, 1.450)
As (0.262, 1.935, -0.153)
C (1.645, 2.487, -1.398)
C (-0.698, 3.625, -0.019)
C (1.875, 1.757, 3.898)
As (3.623, 0.820, 4.017)
C (4.606, 1.571, 2.489)
C (3.307, -0.966, 3.268)
H (-1.671, -1.961, 3.814)
H (-0.872, -2.722, 2.413)
H (-2.627, -2.479, 2.401)
H (-2.745, 0.714, 3.842)
H (-3.815, 0.006, 2.622)
H (-3.088, 1.594, 2.338)
H (0.879, -0.568, 2.741)
H (-0.134, 0.046, 4.035)
H (-1.143, 2.629, 2.475)
H (0.149, 3.667, 3.070)
H (-0.662, 2.547, 4.163)
H (2.086, 1.019, 1.224)
H (1.964, 2.753, 1.462)
H (2.131, 3.385, -1.016)
H (1.195, 2.704, -2.366)
H (2.371, 1.688, -1.517)
H (-0.092, 4.354, 0.518)
H (-1.657, 3.512, 0.479)
H (-0.869, 3.995, -1.030)
H (1.421, 1.581, 4.878)
H (2.180, 2.810, 3.912)
H (4.527, 2.659, 2.504)
H (4.272, 1.190, 1.526)
H (5.657, 1.312, 2.618)
H (2.555, -1.490, 3.858)
H (4.245, -1.513, 3.362)
H (3.023, -0.953, 2.216)
O (1.145, -0.556, -1.664)
S (1.600, -1.658, -0.767)
O (2.805, -1.422, -0.043)
N (0.260, -1.928, 0.113)
C (-0.569, -2.708, -0.737)
S (-2.248, -2.535, -0.695)
C (0.211, -3.516, -1.689)
C (-0.196, -4.567, -2.500)
C (0.756, -5.175, -3.307)
C (2.083, -4.746, -3.327)
C (2.495, -3.677, -2.541)
C (1.537, -3.101, -1.734)
H (-1.224, -4.906, -2.485)
H (0.463, -6.008, -3.932)
H (2.797, -5.252, -3.963)
H (3.514, -3.315, -2.553)
C (-5.583, 0.510, -0.917)
C (-4.146, 0.630, -0.728)
N (-3.013, 0.721, -0.579)
H (-6.097, 1.202, -0.252)
H (-5.886, -0.511, -0.686)
H (-5.834, 0.740, -1.951)
I (-0.492, -2.178, -6.339)
C (-0.979, -0.616, -5.075)
C (-1.232, 0.663, -5.543)
C (-1.548, 1.657, -4.628)
C (-1.580, 1.343, -3.284)
N (-1.328, 0.111, -2.825)
C (-1.046, -0.849, -3.710)
H (-1.187, 0.883, -6.601)
H (-1.760, 2.667, -4.949)
H (-1.815, 2.094, -2.540)
H (-0.870, -1.841, -3.315)

- Number 4 is which compound?
  C4H13N3